## a
22
Properties=species:S:1:pos:R:3 method="wB97M-V/def2-TZVPD" total_charge=+1 homo_energy_ev=-13.15 e_lumo_ev=-2.87
C -2.0165 1.8109 0.8460
N -1.9547 2.7892 -0.0452
C -0.7219 3.3847 -0.5492
O -1.0584 1.1384 1.2314
H -3.0273 1.6126 1.2216
H -2.8340 3.1433 -0.3857
H -0.2246 2.7237 -1.2561
H -0.0609 3.5773 0.2930
H -0.9583 4.3328 -1.0192
C 1.8674 -2.7576 -0.2861
N 1.8676 -3.4843 -1.5675
C 0.9636 -1.5561 -0.4336
N 0.5362 -1.0012 0.8914
H 2.8754 -2.4751 0.0425
H 1.4690 -3.4463 0.4678
H 2.1306 -2.8261 -2.2900
H 2.5353 -4.2377 -1.5068
H 0.0524 -1.8302 -0.9593
H 1.4378 -0.7426 -0.9807
H -0.1749 -0.2445 0.8428
H 0.2123 -1.7669 1.4822
H 1.3422 -0.6394 1.4084

=====

## b
22
Properties=species:S:1:pos:R:3 method="wB97M-V/def2-TZVPD" total_charge=+1 homo_energy_ev=-14.28 e_lumo_ev=-2.78
C 1.3317 1.9974 -2.4556
O 1.7053 0.6762 -1.9825
H 2.6412 0.5237 -2.1238
H 1.6533 2.0409 -3.4944
H 1.7820 2.7857 -1.8612
H 0.2465 2.0199 -2.4506
C -1.3539 0.1143 0.2992
C -2.8180 0.2079 0.6455
C 0.5528 -1.1354 1.2374
N -0.7536 -0.9711 1.0755
N 1.4069 -0.4555 0.5090
N 1.0060 -2.1532 2.0244
H -1.2800 -0.1445 -0.7541
H -0.8269 1.0411 0.5259
H -3.3349 1.0347 0.1698
H -2.9713 0.3041 1.7210
H -1.3648 -1.4681 1.7057
H 1.1320 0.2250 -0.2081
H 2.3881 -0.6697 0.5832
H 0.5586 -2.4421 2.8771
H 1.6349 -2.8286 1.6192
H -3.3359 -0.7028 0.3373

=====

b is the most stable structure; the next one sits 0.0056 hartree above it.